--- 1 ---
DFT (ωB97M-V/def2-TZVPD) results for one molecule with the formula C3H2N2O.

Geometry as ORCA input:
```
! RIJCOSX wB97M-V def2-TZVPD def2/J DEFGRID3
* xyz 0 1
C -0.557 0.576 1.021
C -0.197 -0.891 -0.610
C 0.827 0.255 -0.635
H -0.270 -1.841 -1.256
H 1.738 0.557 -1.280
N -0.904 -0.750 0.453
N 0.575 1.060 0.343
O -1.213 1.033 1.963
*
```

The value obtained for the orbital gap is 8.94 eV. As for the LUMO energy: -1.856 eV. The calculation puts the HOMO energy at -10.796 eV. Its SMILES is O=C1N=CC=N1.

--- 2 ---
DFT (ωB97M-V/def2-TZVPD) results for a 2-piece molecular cluster, C3H2N2O overall.

Geometry as ORCA input:
```
! RIJCOSX wB97M-V def2-TZVPD def2/J DEFGRID3
* xyz 0 1
C 1.801 -0.498 0.106
C -1.402 1.801 -0.088
C -0.553 -0.965 -0.106
N 2.945 -0.457 0.252
N 0.623 -0.671 -0.427
O -1.283 2.909 0.181
H -0.977 -0.772 0.984
H -1.155 -1.346 -0.902
*
```

The value obtained for the orbital gap (spin up / spin down) is 9.64 / 9.64 eV. As for the LUMO energy (spin up / spin down): -0.312 / -0.312 eV. The calculation puts the HOMO energy (spin up / spin down) at -9.951 / -9.951 eV.

--- 3 ---
DFT (ωB97M-V/def2-TZVPD) results for one molecule with the formula C3H2N2O.

Geometry as ORCA input:
```
! RIJCOSX wB97M-V def2-TZVPD def2/J DEFGRID3
* xyz 0 1
O 1.421 -0.195 0.969
C 0.154 -0.036 0.454
C -0.958 -0.541 1.200
N -1.885 -0.995 1.725
C -0.068 0.366 -0.785
N -0.266 0.789 -1.913
H 1.900 0.639 0.906
H -0.275 0.031 -2.592
*
```

The value obtained for the orbital gap is 9.52 eV. As for the LUMO energy: 0.033 eV. The calculation puts the HOMO energy at -9.482 eV. Its SMILES is N#CC(O)=C=N.

Most stable to least stable, the ends of the list are 1 and 2.

--- 1 ---
DFT (ωB97M-V/def2-TZVPD) results for one molecule with the formula C6H11N3S.

Geometry as ORCA input:
```
! RIJCOSX wB97M-V def2-TZVPD def2/J DEFGRID3
* xyz 0 1
C -1.286 0.530 0.609
C -1.606 -1.378 -0.477
C 0.720 1.129 1.597
C -0.550 2.983 0.457
C -1.024 -3.106 -1.996
C -0.175 1.490 0.472
N -2.368 0.535 1.177
N -2.704 -1.656 -0.030
N -0.737 -1.864 -1.361
S -3.494 -0.681 0.996
H 1.658 1.765 1.650
H 0.809 0.092 1.833
H 0.212 1.384 2.482
H -0.800 3.424 1.464
H -1.461 3.084 -0.139
H 0.258 3.643 0.023
H -1.179 -3.828 -1.294
H -1.929 -2.987 -2.699
H -0.010 -3.402 -2.550
H 0.249 1.363 -0.448
H -0.260 -1.257 -2.041
*
```

The value obtained for the orbital gap is 8.67 eV. As for the LUMO energy: 0.753 eV. The calculation puts the HOMO energy at -7.913 eV.

--- 2 ---
DFT (ωB97M-V/def2-TZVPD) results for C6H11N3S as an isolated structure.

Geometry as ORCA input:
```
! RIJCOSX wB97M-V def2-TZVPD def2/J DEFGRID3
* xyz 0 1
C -0.263 2.198 -0.983
C -1.563 -0.078 0.713
C 1.191 -0.039 0.749
C -2.056 -1.421 1.094
C 2.243 -0.945 -1.722
C -0.466 -0.028 -0.360
N -1.984 0.966 1.290
N 1.062 0.499 1.863
N -0.705 1.030 -1.247
S 2.548 -0.826 0.062
H -0.457 3.074 -1.634
H 0.351 2.485 -0.053
H -3.073 -1.552 1.654
H -1.991 -2.089 0.320
H -1.326 -1.910 1.714
H 1.762 -1.807 -2.149
H 3.225 -0.958 -2.027
H 1.814 -0.020 -2.013
H -0.415 -0.981 -0.995
H -1.711 1.941 1.279
H 1.815 0.461 2.442
*
```

The value obtained for the orbital gap is 9.17 eV. As for the LUMO energy: 0.439 eV. The calculation puts the HOMO energy at -8.734 eV.

Most stable to least stable, the ends of the list are 1 and 2.

--- 1 ---
DFT (ωB97M-V/def2-TZVPD) results for a 2-piece molecular cluster, C3H9N2O2S overall.

Geometry as ORCA input:
```
! RIJCOSX wB97M-V def2-TZVPD def2/J DEFGRID3
* xyz -1 1
C 1.033 -0.773 -0.005
C -0.159 -1.404 0.749
S 0.210 -1.336 2.563
N 0.808 -0.596 -1.450
C 0.279 0.503 -2.017
N 0.075 1.576 -1.199
O -0.018 0.557 -3.207
H 1.384 0.143 0.475
H 1.897 -1.431 0.103
H -1.024 -0.767 0.554
H -0.234 -2.417 0.350
H 0.741 -1.448 -1.981
H 0.314 1.560 -0.223
H -0.058 2.473 -1.634
H -1.079 1.027 1.876
H -2.337 0.850 2.778
O -1.833 1.483 2.269
*
```

The value obtained for the orbital gap is 6.72 eV. As for the LUMO energy: 3.617 eV. The calculation puts the HOMO energy at -3.100 eV.

--- 2 ---
DFT (ωB97M-V/def2-TZVPD) results for an isolated ion of composition C3H9N2O2S and charge -1.

Geometry as ORCA input:
```
! RIJCOSX wB97M-V def2-TZVPD def2/J DEFGRID3
* xyz -1 1
C -2.163 -0.546 -1.014
C -1.537 -0.055 0.283
C -0.103 -0.530 0.432
N 1.103 1.580 0.411
N 0.932 0.381 -0.324
O 2.768 -0.701 1.188
O 3.439 0.511 -0.848
S 2.555 -0.538 -0.282
H -3.199 -0.212 -1.105
H -1.597 -0.166 -1.859
H -2.147 -1.634 -1.050
H -2.116 -0.433 1.134
H -1.549 1.035 0.318
H 0.202 -0.548 1.484
H 0.045 -1.521 0.002
H 1.855 2.049 -0.096
H 1.511 1.327 1.327
*
```

The value obtained for the orbital gap is 7.42 eV. As for the LUMO energy: 3.861 eV. The calculation puts the HOMO energy at -3.558 eV.

Most stable to least stable, the ends of the list are 1 and 2.

--- 1 ---
DFT (ωB97M-V/def2-TZVPD) results for one molecule with the formula C21H29NO.

Geometry as ORCA input:
```
! RIJCOSX wB97M-V def2-TZVPD def2/J DEFGRID3
* xyz 0 1
C 0.592 0.763 -4.045
C -0.638 0.838 -3.146
C -0.550 1.950 -2.089
C -0.322 1.480 -0.637
N 0.994 1.025 -0.223
C 2.099 1.912 -0.532
C 1.952 3.308 0.073
C 1.858 3.276 1.596
C 1.716 4.675 2.183
H 2.572 5.291 1.917
H 0.818 5.159 1.806
H 1.651 4.628 3.268
H 2.753 2.799 2.001
H 1.002 2.668 1.887
H 2.828 3.893 -0.222
H 1.074 3.808 -0.337
H 2.263 2.010 -1.621
H 3.000 1.454 -0.112
C 1.305 -0.359 -0.543
C 0.285 -1.317 0.005
C -0.349 -2.240 -0.790
C -1.300 -3.150 -0.278
C -1.951 -4.085 -1.109
C -2.873 -4.956 -0.597
C -3.187 -4.935 0.771
C -2.575 -4.044 1.607
C -1.621 -3.134 1.107
C -0.947 -2.191 1.904
C -0.033 -1.318 1.373
C 0.500 -0.453 2.469
H 0.220 0.598 2.318
H 1.592 -0.506 2.553
O -0.082 -0.947 3.669
C -1.053 -1.941 3.377
H -2.054 -1.578 3.657
H -0.832 -2.836 3.973
H -2.813 -4.023 2.660
H -3.918 -5.631 1.156
H -3.367 -5.667 -1.243
H -1.709 -4.100 -2.162
H -0.119 -2.289 -1.845
H 2.268 -0.584 -0.066
H 1.426 -0.536 -1.623
H -0.582 2.318 0.018
H -1.024 0.672 -0.417
H -1.494 2.499 -2.077
H 0.227 2.662 -2.371
H -1.508 1.018 -3.783
H -0.798 -0.121 -2.653
H 1.498 0.600 -3.464
H 0.494 -0.053 -4.758
H 0.711 1.690 -4.603
*
```

The value obtained for the orbital gap is 8.73 eV. As for the LUMO energy: 0.624 eV. The calculation puts the HOMO energy at -8.103 eV. Its SMILES is CCCCN(CCCC)Cc1cc2ccccc2c2c1COC2.

--- 2 ---
DFT (ωB97M-V/def2-TZVPD) results for one molecule with the formula C21H29NO.

Geometry as ORCA input:
```
! RIJCOSX wB97M-V def2-TZVPD def2/J DEFGRID3
* xyz 0 1
C -4.877 -0.642 -0.281
C -3.578 -1.139 0.343
C -3.246 -0.438 1.661
C -2.651 0.956 1.449
N -1.305 0.895 0.899
C -1.017 1.992 -0.014
C -1.497 1.677 -1.431
C -0.666 0.567 -2.067
C -1.216 0.149 -3.424
H -2.236 -0.219 -3.326
H -1.223 0.993 -4.112
H -0.608 -0.641 -3.857
H -0.654 -0.291 -1.394
H 0.367 0.907 -2.178
H -2.544 1.373 -1.405
H -1.427 2.583 -2.038
H 0.065 2.138 -0.047
H -1.471 2.935 0.337
C -0.298 0.764 1.945
C 1.015 0.322 1.366
C 2.095 1.166 1.272
C 3.314 0.769 0.681
C 4.414 1.646 0.592
C 5.585 1.247 0.010
C 5.713 -0.051 -0.510
C 4.668 -0.929 -0.442
C 3.449 -0.545 0.152
C 2.334 -1.394 0.269
C 1.168 -0.978 0.858
C 0.199 -2.118 0.865
H -0.751 -1.870 0.382
H -0.013 -2.454 1.892
O 0.831 -3.165 0.140
C 2.175 -2.819 -0.162
H 2.340 -2.955 -1.239
H 2.863 -3.487 0.380
H 4.761 -1.929 -0.840
H 6.646 -0.349 -0.966
H 6.422 1.927 -0.053
H 4.315 2.645 0.993
H 2.024 2.172 1.662
H -0.648 0.007 2.652
H -0.163 1.711 2.498
H -3.285 1.504 0.751
H -2.662 1.510 2.404
H -2.535 -1.046 2.222
H -4.153 -0.347 2.264
H -3.665 -2.214 0.520
H -2.755 -0.978 -0.353
H -5.716 -0.821 0.389
H -4.831 0.425 -0.488
H -5.070 -1.160 -1.217
*
```

The value obtained for the orbital gap is 8.73 eV. As for the LUMO energy: 0.612 eV. The calculation puts the HOMO energy at -8.122 eV. Its SMILES is CCCCN(CCCC)Cc1cc2ccccc2c2c1COC2.

Most stable to least stable, the ends of the list are 2 and 1.

--- 1 ---
DFT (ωB97M-V/def2-TZVPD) results for one molecule with the formula CH2ClOP.

Geometry as ORCA input:
```
! RIJCOSX wB97M-V def2-TZVPD def2/J DEFGRID3
* xyz 0 1
C 0.127 -0.776 -0.843
O -0.871 -1.116 -1.396
P 0.655 1.083 -0.620
Cl 1.832 0.933 1.250
H 0.821 -1.628 -0.428
H -0.654 1.689 -0.224
*
```

The value obtained for the orbital gap is 9.17 eV. As for the LUMO energy: -0.501 eV. The calculation puts the HOMO energy at -9.674 eV. Its SMILES is O=CPCl.

--- 2 ---
DFT (ωB97M-V/def2-TZVPD) results for one molecule with the formula CH2ClOP.

Geometry as ORCA input:
```
! RIJCOSX wB97M-V def2-TZVPD def2/J DEFGRID3
* xyz 0 1
C -0.479 -0.849 0.341
O 1.938 1.835 -0.412
P 0.612 1.661 0.211
Cl -0.837 0.200 -1.006
H -1.349 -1.246 0.912
H 0.115 -1.601 -0.046
*
```

The value obtained for the orbital gap (spin up / spin down) is 7.61 / 7.61 eV. As for the LUMO energy (spin up / spin down): -0.691 / -0.693 eV. The calculation puts the HOMO energy (spin up / spin down) at -8.304 / -8.299 eV.

--- 3 ---
DFT (ωB97M-V/def2-TZVPD) results for a 2-piece molecular cluster, CH2ClOP overall.

Geometry as ORCA input:
```
! RIJCOSX wB97M-V def2-TZVPD def2/J DEFGRID3
* xyz 0 1
C 1.277 -0.328 -0.230
O 1.955 0.626 -0.132
P -1.703 -0.064 0.216
Cl 1.667 -1.989 -0.275
H -2.265 1.063 -0.576
H -0.932 0.693 0.998
*
```

The value obtained for the orbital gap (spin up / spin down) is 7.93 / 7.79 eV. As for the LUMO energy (spin up / spin down): -1.234 / -1.184 eV. The calculation puts the HOMO energy (spin up / spin down) at -9.163 / -8.970 eV.

Most stable to least stable, the ends of the list are 1 and 3.

--- 1 ---
DFT (ωB97M-V/def2-TZVPD) results for C2H3IN4 as an isolated structure.

Geometry as ORCA input:
```
! RIJCOSX wB97M-V def2-TZVPD def2/J DEFGRID3
* xyz 0 1
C 1.346 0.419 0.965
C 0.467 0.651 -0.917
N 1.507 1.063 -0.279
N 0.263 -0.277 1.085
N -0.294 -0.190 -0.141
N -1.368 -0.903 -0.529
I -3.214 -0.158 -0.042
H 1.952 0.510 1.866
H 0.320 0.950 -1.949
H -0.979 -2.064 -0.060
*
```

The value obtained for the orbital gap is 8.60 eV. As for the LUMO energy: -0.792 eV. The calculation puts the HOMO energy at -9.390 eV.

--- 2 ---
DFT (ωB97M-V/def2-TZVPD) results for one molecule with the formula C2H3IN4.

Geometry as ORCA input:
```
! RIJCOSX wB97M-V def2-TZVPD def2/J DEFGRID3
* xyz 0 1
C -1.155 1.202 -1.126
C 0.590 0.065 0.726
N -2.213 1.830 -0.738
N -2.326 1.867 0.561
N -1.332 1.266 1.135
N -0.540 0.760 0.193
I 2.553 0.559 -0.015
H -0.876 1.094 -2.062
H 0.594 -0.977 0.349
H 0.672 0.200 1.876
*
```

The value obtained for the orbital gap is 9.89 eV. As for the LUMO energy: -0.215 eV. The calculation puts the HOMO energy at -10.107 eV. Its SMILES is ICn1cnnn1.

Most stable to least stable, the ends of the list are 2 and 1.